C13H17BCuN2O5 as an isolated structure. Source: OMol25; level of theory: ωB97M-V/def2-TZVPD.

Atoms and positions in Å:
C  2.053  -0.719  2.852
O  1.317  -1.980  3.063
B  1.022  -2.565  1.761
O  1.901  -3.556  1.174
C  -0.297  -2.078  0.901
C  -1.227  -3.117  0.202
N  -2.373  -2.840  -0.602
C  -2.571  -1.415  -0.632
C  -3.812  -0.889  -1.474
C  -4.213  0.597  -1.594
C  -3.343  1.678  -0.872
C  -2.097  1.188  -0.050
C  -1.114  2.238  0.687
O  -0.250  2.956  -0.212
C  0.773  2.114  -0.780
O  1.988  2.036  -0.001
C  3.049  1.477  -0.842
C  2.920  -0.105  -1.064
O  2.259  -0.437  -2.341
C  -1.707  -0.344  0.073
N  -0.533  -0.670  0.836
H  3.196  -0.873  2.914
H  1.691  0.065  3.606
H  1.855  -0.288  1.801
H  1.966  -3.318  0.212
H  -0.963  -4.233  0.349
H  -4.451  -1.652  -2.032
H  -5.129  0.881  -2.234
H  -3.544  2.807  -0.902
H  -0.531  1.758  1.549
H  -1.834  3.026  1.181
H  0.443  1.046  -1.025
H  1.064  2.602  -1.792
H  4.055  1.662  -0.323
H  3.104  1.961  -1.878
H  2.295  -0.640  -0.251
H  3.947  -0.625  -1.105
H  2.182  -1.426  -2.364
Cu  -3.111  3.783  1.236

As for the total charge: +1. Its total energy is -2656.090398 Eh. The calculation puts the gap between HOMO and LUMO at 0.2199 Eh. The HOMO energy is -12.08 eV.